The following is a quantum chemistry calculation of a cluster of 2 separate species, C20H20BIN3O9S2 in total, from the Open Molecules 2025 dataset.

Each line ends with the Mulliken charge.
Element x y z (Å)
C: 4.5189 -3.0348 1.4637  -0.383
O: 5.6782 -2.6848 2.2561  -0.369
C: 6.7801 -2.2014 1.4502  -0.568
C: 7.0162 -0.6040 1.6283  -0.540
C: 6.0549 0.2099 0.5971  -0.433
C: 5.1027 1.2844 1.3204  -0.601
C: 4.0324 1.9795 0.3024  -0.553
C: 3.2509 0.8854 -0.5811  0.185
C: 1.6580 1.2126 -0.7601  -0.694
C: 0.9175 -0.2156 -0.8775  -0.550
C: -0.3553 -0.3959 0.0715  0.863
C: -1.6824 -0.8843 -0.6072  -1.105
C: -2.9518 -1.1261 0.2707  0.484
N: -4.2125 -1.6075 -0.2478  -0.437
S: -5.2643 -1.7608 1.0853  0.313
N: -4.3254 -1.2390 2.4422  -0.655
C: -3.0543 -0.9325 1.8319  0.641
C: -1.7066 -0.4149 2.4582  0.196
N: -1.6796 -0.1454 3.9395  -0.506
C: -2.1568 1.0603 4.1526  0.346
S: -2.1930 2.6784 4.5824  -0.196
C: -0.3982 -0.1678 1.6236  -0.351
I: 1.3600 0.4834 2.7078  0.074
H: 4.0146 -3.9487 1.9701  0.266
H: 3.7060 -2.2071 1.4586  0.039
H: 4.7459 -3.3429 0.3865  0.271
H: 6.6612 -2.3758 0.3213  0.325
H: 7.7086 -2.8216 1.7637  0.308
H: 6.8238 -0.3414 2.7245  0.317
H: 8.1176 -0.4232 1.3184  0.286
H: 6.7193 0.7805 -0.1588  0.296
H: 5.4948 -0.5816 -0.0150  0.287
H: 4.5324 0.8609 2.2318  0.103
H: 5.7860 2.1301 1.7139  0.337
H: 4.5325 2.7903 -0.3295  0.350
H: 3.2729 2.5137 0.9877  0.243
H: 3.7665 0.7799 -1.6087  0.310
H: 3.3939 -0.1309 -0.0401  -0.410
H: 1.2575 1.8869 0.0736  0.386
H: 1.5668 1.7574 -1.7792  0.293
H: 1.5981 -1.1187 -0.7143  0.349
H: 0.5367 -0.3001 -1.9694  0.242
H: -1.7720 -1.0758 -1.7287  0.245
B: -7.6054 0.9840 -2.9017  1.184
O: -6.9078 0.0955 -1.9563  -0.507
C: -7.5453 -1.0747 -1.9737  0.788
O: -7.2278 -2.0327 -1.3079  -0.599
C: -8.6691 -1.0093 -2.9127  0.269
O: -9.4433 -1.9029 -3.1594  -0.610
O: -8.7170 0.2023 -3.4688  -0.530
O: -8.1031 2.1907 -2.2205  -0.479
C: -7.5388 3.2414 -2.8193  0.589
O: -7.7333 4.3906 -2.5031  -0.610
C: -6.6628 2.7790 -3.8997  0.592
O: -6.0062 3.4790 -4.6329  -0.611
O: -6.6926 1.4463 -3.9603  -0.477

Computed properties:
LUMO level = 0.01770 Ha
energy = -2734.490019 a.u.
2S+1 = 1
HOMO energy = -6.74 eV
max |F| = 6.037 eV/Å
charge = -1